(1)
Formula: CH2Cl2FPS
Source: the Open Molecules 2025 dataset
Level of theory: ωB97M-V/def2-TZVPD

Its lowest unoccupied orbital energy is 0.0133 Ha. For the energy relative to the best compared isomer or geometry (same formula, charge and spin), the calculation gives 3.2 kcal/mol. The total energy is -48956.9998 eV. Its SMILES is FCP(=S)(Cl)Cl. The orbital gap comes out at 0.3677 Eh. The calculation puts the largest force on an atom at 3.06 eV/Å.

Positions of all 8 atoms, in Å:
1 Cl -2.14 -1.93 -0.01
2 Cl -2.78 0.58 1.70
3 S -2.99 0.83 -1.62
4 P -2.19 0.02 -0.07
5 F -0.14 1.70 0.08
6 C -0.34 0.39 0.01
7 H 0.15 -0.13 -0.80
8 H 0.28 0.03 0.79


(2)
Formula: C9H14N2O3S
Source: the Open Molecules 2025 dataset
Level of theory: ωB97M-V/def2-TZVPD

Its lowest unoccupied orbital energy is 0.0073 Ha. For the energy relative to the best compared isomer or geometry (same formula, charge and spin), the calculation gives 91.0 kcal/mol. The total energy is -29513.8403 eV. Its SMILES is Cn1c(C=S(C)(C)=O)cc(=O)n(C)c1=O. The orbital gap comes out at 0.3227 Eh. The calculation puts the largest force on an atom at 6.90 eV/Å.

Positions of all 29 atoms, in Å:
1 S -1.71 -0.32 -0.48
2 O 3.26 1.16 -1.56
3 O -1.11 -0.33 -1.81
4 O 2.88 -2.81 0.79
5 N 1.35 0.77 -0.32
6 N 3.17 -0.73 -0.28
7 C -3.39 0.46 -0.66
8 C 2.64 0.41 -0.78
9 C 2.43 -1.68 0.51
10 C 1.07 -1.24 0.87
11 C -2.34 -2.04 -0.17
12 C 0.71 -0.03 0.46
13 C -0.90 0.45 0.86
14 C 4.44 -1.01 -0.75
15 C 1.01 2.15 -0.56
16 H -3.88 0.40 -1.66
17 H -1.68 -2.85 0.21
18 H 0.79 2.49 0.40
19 H 1.81 2.78 -0.98
20 H -3.19 1.56 -0.46
21 H 4.51 -0.36 -1.64
22 H 4.45 -2.19 -0.92
23 H -2.61 -2.27 -1.19
24 H 5.20 -0.71 0.01
25 H -1.16 -0.16 1.72
26 H -3.33 -1.98 0.32
27 H 0.04 2.32 -1.23
28 H 0.39 -1.83 1.46
29 H -4.12 0.14 0.07


(3)
Formula: C17H20N2O4
Source: the Open Molecules 2025 dataset
Level of theory: ωB97M-V/def2-TZVPD

Its lowest unoccupied orbital energy is -0.0001 Ha. For the energy relative to the best compared isomer or geometry (same formula, charge and spin), the calculation gives 56.4 kcal/mol. The total energy is -29123.4973 eV. Its SMILES is CCCCOC(=O)[C@@H](C)Oc1ccc(=O)n(-c2ccccc2)n1. The orbital gap comes out at 0.3071 Eh. The calculation puts the largest force on an atom at 1.44 eV/Å.

Positions of all 43 atoms, in Å:
1 O 2.95 2.20 1.22
2 O -2.01 1.79 -0.69
3 O -2.36 -0.24 0.85
4 O -3.43 -1.47 -0.69
5 N 0.11 0.95 -0.44
6 N 1.35 1.06 0.05
7 C 3.96 -1.56 0.14
8 C -2.68 -1.17 1.89
9 C -2.79 -0.50 -0.37
10 C 2.21 0.01 -0.33
11 C -0.77 1.87 -0.19
12 C -1.51 -2.07 2.27
13 C 0.78 3.14 1.08
14 C -1.12 -3.07 1.17
15 C -3.55 0.91 -2.29
16 C 3.15 -0.51 0.55
17 C 1.80 2.13 0.82
18 C -0.47 3.02 0.59
19 C -2.39 0.60 -1.36
20 C -0.03 -2.54 0.25
21 C 2.89 -1.58 -2.01
22 C 3.84 -2.09 -1.13
23 C 2.08 -0.53 -1.61
24 H 0.16 -3.24 -0.55
25 H -3.93 -0.01 -2.71
26 H -1.24 3.76 0.77
27 H -2.97 -0.55 2.75
28 H -3.53 -1.77 1.57
29 H -1.81 -2.60 3.17
30 H -0.32 -1.59 -0.19
31 H -1.53 0.21 -1.93
32 H -0.76 -3.99 1.64
33 H -2.01 -3.32 0.59
34 H 1.10 3.98 1.68
35 H 3.25 -0.10 1.53
36 H 1.34 -0.12 -2.28
37 H 4.70 -1.96 0.82
38 H 0.90 -2.39 0.80
39 H -4.34 1.40 -1.73
40 H -0.64 -1.45 2.52
41 H 2.78 -1.99 -3.00
42 H -3.22 1.57 -3.09
43 H 4.47 -2.91 -1.45


(4)
Formula: C5H7FN2
Source: the Open Molecules 2025 dataset
Level of theory: ωB97M-V/def2-TZVPD

Its lowest unoccupied orbital energy is 0.0338 Ha. For the energy relative to the best compared isomer or geometry (same formula, charge and spin), the calculation gives 47.6 kcal/mol. The total energy is -10994.2438 eV. Its SMILES is C[C@H]1N=CCN=C1F. The orbital gap comes out at 0.3766 Eh. The calculation puts the largest force on an atom at 4.28 eV/Å.

Positions of all 15 atoms, in Å:
1 F -2.65 -0.30 -1.11
2 N -1.77 0.76 0.64
3 N 0.56 -0.86 0.76
4 C -0.78 0.95 1.68
5 C 0.22 -0.38 -1.80
6 C -0.29 -0.90 -0.42
7 C -1.64 -0.14 -0.22
8 C 0.39 0.00 1.64
9 H -0.16 -1.03 -2.72
10 H -0.34 1.90 1.85
11 H -0.67 -2.00 -0.42
12 H 1.41 -0.45 -1.81
13 H -1.21 0.96 2.72
14 H 1.20 -0.16 2.40
15 H -0.07 0.65 -1.85


(5)
Formula: C11H18O
Source: the Open Molecules 2025 dataset
Level of theory: ωB97M-V/def2-TZVPD

Its lowest unoccupied orbital energy (spin up / spin down) is -0.1400 / -0.2755 Ha. For the energy relative to the best compared isomer or geometry (same formula, charge and spin), the calculation gives 16.3 kcal/mol. As for the total charge: +1. The total energy is -13737.3161 eV. The spin multiplicity is 2. The orbital gap (spin up / spin down) comes out at 0.3689 / 0.2333 Eh. The calculation puts the largest force on an atom at 3.83 eV/Å.

Positions of all 30 atoms, in Å:
1 O -2.18 0.60 -2.83
2 C 1.72 0.31 -1.91
3 C -0.88 0.58 -2.63
4 C 3.10 -0.03 -1.41
5 C -1.31 -1.81 2.45
6 C 1.25 -0.27 -3.08
7 C -0.64 -0.50 2.86
8 C 0.96 1.22 -1.13
9 C 0.33 -0.19 1.71
10 C -0.36 1.33 -1.55
11 C -1.72 0.65 2.83
12 C -0.03 -0.13 -3.53
13 H -2.76 0.63 -2.07
14 H 3.27 -0.01 -0.34
15 H -1.96 -1.72 1.57
16 H -0.46 -0.71 -4.35
17 H -0.61 -2.63 2.27
18 H -1.02 2.00 -0.99
19 H -1.62 1.26 1.94
20 H -1.81 1.27 3.72
21 H 3.70 0.83 -1.81
22 H -0.10 -0.38 0.74
23 H 1.88 -1.03 -3.51
24 H -2.74 0.23 2.79
25 H -2.05 -2.16 3.16
26 H 0.52 0.88 1.65
27 H 3.33 -0.98 -1.88
28 H -0.21 -0.33 3.84
29 H 1.28 -0.75 1.76
30 H 1.15 1.82 -0.25


(6)
Formula: C29H79MgN3O14
Source: the Open Molecules 2025 dataset
Level of theory: ωB97M-V/def2-TZVPD

Its lowest unoccupied orbital energy is -0.0430 Ha. The total energy is -69934.1906 eV. The orbital gap comes out at 0.2372 Eh. The calculation puts the largest force on an atom at 1.70 eV/Å.

Positions of all 126 atoms, in Å:
1 Mg -1.13 -4.07 0.84
2 O 0.81 -4.58 0.50
3 O -1.42 -6.19 0.71
4 O -5.04 -2.70 -2.10
5 O 2.80 -3.46 -1.91
6 O 2.32 -1.13 2.11
7 O -1.58 -3.74 -1.02
8 O -2.99 -5.11 -3.08
9 O 0.46 -5.56 -2.11
10 O -0.07 -1.80 4.12
11 O -3.32 2.69 2.40
12 O -1.74 0.52 2.77
13 O -1.06 -2.17 1.35
14 O -4.06 -1.61 2.35
15 O 1.26 1.42 3.05
16 N -4.39 2.83 1.49
17 N 3.45 -2.76 -2.94
18 N 2.41 2.08 2.57
19 C -5.57 3.36 2.11
20 C 3.62 3.04 0.72
21 C -3.96 3.15 0.14
22 C 4.83 -2.83 -4.96
23 C 2.72 -1.55 -3.31
24 C -6.42 3.79 -0.27
25 C 3.55 1.10 4.51
26 C -5.18 3.07 -0.80
27 C 4.79 2.47 2.87
28 C -6.74 3.27 1.12
29 C -0.82 -1.61 0.07
30 C 1.59 4.22 1.55
31 C 3.17 -4.66 -4.57
32 C 1.41 2.04 0.35
33 C -2.97 2.09 -0.35
34 C -3.38 4.56 0.01
35 C -5.47 4.85 2.56
36 C -1.62 -2.32 -1.04
37 C 4.69 3.47 1.74
38 C -5.95 2.52 3.32
39 C 3.99 -1.67 -5.49
40 C 1.29 -1.84 -3.80
41 C 3.16 3.54 4.47
42 C 2.63 -0.66 -2.07
43 C 3.43 2.30 3.57
44 C 5.18 -4.43 -3.09
45 C 4.12 -3.66 -3.88
46 C 2.24 2.84 1.34
47 C 3.53 -0.80 -4.36
48 H -2.37 -5.36 -3.78
49 H -4.14 -2.42 -1.89
50 H -2.60 2.32 -1.35
51 H 1.91 1.12 0.05
52 H 2.72 3.26 5.43
53 H -5.43 2.02 -0.96
54 H 0.19 -6.45 -1.88
55 H -4.96 -3.07 -2.99
56 H -3.20 -1.88 2.01
57 H 2.31 -4.20 -5.04
58 H -7.25 3.59 -0.95
59 H 1.09 2.65 -0.50
60 H 3.59 3.87 0.01
61 H -7.60 3.81 1.54
62 H 4.63 -1.09 -6.17
63 H -5.98 5.00 3.51
64 H -4.11 5.31 0.35
65 H -5.85 5.57 1.84
66 H -2.67 -2.00 -1.02
67 H 1.17 -4.70 -0.39
68 H -1.55 -0.42 2.68
69 H 4.05 4.14 4.65
70 H 4.43 4.46 2.15
71 H -1.11 -0.55 0.09
72 H 2.00 0.21 -2.23
73 H -5.13 2.50 4.04
74 H 3.20 -2.04 -6.15
75 H 5.52 -5.35 -3.58
76 H 0.82 2.03 3.67
77 H 2.91 0.02 -4.75
78 H 0.82 -1.97 3.76
79 H 5.47 2.82 3.64
80 H 4.38 -0.30 -3.90
81 H -4.42 5.11 2.73
82 H 5.08 1.49 2.48
83 H -2.43 -4.83 -2.33
84 H -2.56 4.75 0.71
85 H 5.65 3.60 1.25
86 H 1.29 4.65 0.59
87 H -6.29 4.87 -0.24
88 H -4.17 -0.70 2.06
89 H 3.61 -0.41 -1.68
90 H 5.82 -2.51 -4.64
91 H 1.71 -1.36 1.39
92 H 0.24 -1.73 -0.20
93 H 2.12 -0.19 2.25
94 H 0.44 1.82 0.80
95 H 0.66 4.14 2.12
96 H 1.55 -4.66 1.11
97 H 2.15 -1.20 -1.24
98 H -1.22 -2.00 -2.01
99 H -3.10 1.75 2.37
100 H -3.10 4.87 -1.00
101 H 3.72 -5.30 -5.26
102 H -1.92 -6.69 1.37
103 H 4.22 1.35 5.33
104 H -2.08 2.06 0.28
105 H 4.81 -4.71 -2.11
106 H 1.29 -2.48 -4.68
107 H 0.71 -2.31 -3.01
108 H -0.36 -5.02 -2.06
109 H -0.65 -1.91 3.35
110 H 2.41 4.21 4.04
111 H -6.76 2.99 3.89
112 H 0.78 -0.91 -4.08
113 H 2.77 -5.32 -3.80
114 H 5.01 -3.50 -5.81
115 H -7.06 2.23 1.01
116 H -6.27 1.52 3.05
117 H -0.91 -6.85 0.23
118 H -4.89 3.51 -1.76
119 H -0.96 0.96 2.41
120 H 2.58 0.87 4.97
121 H 2.24 4.91 2.08
122 H 2.04 -3.95 -2.28
123 H 6.09 -3.85 -2.97
124 H -3.47 1.13 -0.29
125 H 3.99 2.17 0.19
126 H 3.82 0.18 3.98